Record 1
Molecular formula: C36H29N8O2S2Ta
Method: DFT, ωB97M-V with the def2-TZVPD basis set

Total charge ... +2
Highest occupied orbital energy ... -0.4767 Ha
Maximum force ... 0.6 eV Å⁻¹
M ... 850.8 g/mol

Last column: Löwdin charge in e.
Geometry (Å):
Ta -0.2640 -0.8629 -0.4748  1.732
N -2.8744 1.6411 -3.3151  0.121
C -1.8836 1.0125 -2.6640  -0.799
S -2.2620 -0.5212 -1.9152  0.784
N -0.7226 1.5756 -2.5725  0.033
N 0.2127 0.7739 -1.9396  -0.094
C 1.4440 1.0887 -2.2115  -0.152
C 1.8388 2.1914 -3.1053  -0.195
C 1.5127 3.5118 -2.8017  -0.025
C 1.9418 4.5325 -3.6312  -0.050
C 2.6636 4.2395 -4.7816  -0.050
C 2.9696 2.9245 -5.0986  -0.049
C 2.5737 1.8994 -4.2536  -0.030
C 2.4774 0.2238 -1.6252  -0.185
C 3.8327 0.4559 -1.7693  0.046
C 4.7276 -0.4819 -1.2710  0.007
C 4.2299 -1.6325 -0.6909  0.006
C 2.8578 -1.7796 -0.5610  -0.078
N 1.9986 -0.8496 -0.9710  -0.005
H -3.7413 1.1658 -3.4955  0.102
H -2.6406 2.4399 -3.8841  0.124
H 0.9246 3.7376 -1.9229  0.105
H 1.7038 5.5592 -3.3887  0.115
H 2.9847 5.0400 -5.4343  0.117
H 3.5204 2.6952 -6.0004  0.117
H 2.8146 0.8728 -4.5015  0.128
H 4.1745 1.3484 -2.2708  0.131
H 5.7933 -0.3222 -1.3610  0.130
H 4.8838 -2.4151 -0.3340  0.126
H 2.4401 -2.6753 -0.1251  0.115
O -0.3682 -4.1423 -2.8084  0.192
C -0.5955 -3.4511 -1.8684  -0.524
O 0.2300 -2.4741 -1.4432  -0.241
C -1.8172 -3.5418 -1.0074  -0.243
C -2.7045 -4.5869 -1.1387  0.052
C -3.8317 -4.6007 -0.3284  0.011
C -4.0181 -3.5491 0.5524  0.004
C -3.0833 -2.5281 0.6051  -0.100
N -1.9736 -2.5247 -0.1415  -0.081
H -2.4980 -5.3545 -1.8717  0.143
H -4.5523 -5.4041 -0.3955  0.132
H -4.8854 -3.4979 1.1950  0.128
H -3.2522 -1.6869 1.2578  0.103
C 1.0964 -4.1177 2.4220  -0.013
C 1.9104 -3.4424 3.3253  -0.001
C 2.0481 -2.0764 3.2028  0.028
C 1.3742 -1.3906 2.1937  -0.228
N 0.5709 -2.0515 1.3234  -0.034
C 0.4595 -3.3900 1.4478  -0.105
C 1.4673 0.0600 1.9927  -0.203
C 2.1337 0.8936 2.8959  -0.006
C 2.1485 2.2591 2.6961  -0.050
C 1.4776 2.7929 1.6029  -0.047
C 0.8193 1.9617 0.7095  -0.111
C 0.8152 0.5731 0.8663  -0.215
H 0.9610 -5.1884 2.4653  0.125
H 2.4337 -3.9780 4.1061  0.130
H 2.6847 -1.5332 3.8835  0.118
H -0.1618 -3.8991 0.7293  0.105
H 2.6339 0.4876 3.7644  0.111
H 2.6650 2.9051 3.3924  0.117
H 1.4659 3.8647 1.4489  0.116
H 0.2877 2.4282 -0.1124  0.081
N -4.1821 3.4678 3.9581  0.109
C -4.1285 2.1287 4.0134  -0.843
S -4.9901 1.1999 5.0449  0.756
C -3.2376 1.4849 2.9994  -0.209
C -3.1549 1.9325 1.6889  0.031
C -2.3938 1.2298 0.7739  -0.121
N -1.6946 0.1305 1.0875  -0.097
C -1.7414 -0.2710 2.3772  -0.119
C -2.4982 0.3536 3.3370  0.002
H -4.7651 3.9505 4.6241  0.114
H -3.5185 4.0120 3.4326  0.114
H -3.7133 2.7922 1.3437  0.132
H -2.3430 1.5690 -0.2497  0.081
H -1.1720 -1.1492 2.6340  0.113
H -2.5397 -0.0371 4.3439  0.113


Record 2
Molecular formula: C36H30AuN4S7
Method: DFT, ωB97M-V with the def2-TZVPD basis set

Total charge ... +1
Highest occupied orbital energy (spin up / spin down) ... -0.3439 / -0.3439 Ha
Maximum force ... 0.9 eV Å⁻¹
M ... 940.1 g/mol

Last column: Löwdin charge in e.
Geometry (Å):
Au -1.5845 2.9871 1.9798  0.521
N -2.2220 1.5718 0.5581  -0.400
S -2.2237 0.1386 0.2858  0.773
N -1.1128 -0.4336 -0.7965  -0.353
S 0.3577 -0.7054 -0.3978  0.876
N 1.1133 0.1308 0.6461  -0.357
S 1.2732 1.7732 0.7778  0.774
N 0.4454 2.4746 1.7538  -0.399
C 1.2633 2.3645 -0.9128  -0.308
C 2.4031 2.2830 -1.7062  -0.066
C 2.3486 2.7510 -3.0077  -0.061
C 1.1678 3.2878 -3.5062  -0.059
C 0.0382 3.3618 -2.7047  -0.048
C 0.0792 2.9037 -1.3948  -0.066
C 2.9838 1.8583 1.2262  -0.329
C 3.4477 3.1390 1.5035  -0.055
C 4.7689 3.3054 1.8790  -0.048
C 5.6058 2.2007 1.9871  -0.054
C 5.1239 0.9270 1.7211  -0.058
C 3.8038 0.7476 1.3336  -0.068
C 1.1855 -0.7769 -1.9612  -0.321
C 2.5176 -1.1739 -1.9351  -0.060
C 3.2177 -1.2239 -3.1261  -0.047
C 2.5847 -0.8770 -4.3161  -0.049
C 1.2562 -0.4820 -4.3192  -0.050
C 0.5372 -0.4286 -3.1330  -0.052
C 0.5258 -2.3515 0.2429  -0.315
C 1.0737 -2.5873 1.4909  -0.059
C 1.1443 -3.8995 1.9397  -0.051
C 0.6794 -4.9364 1.1461  -0.050
C 0.1288 -4.6771 -0.1049  -0.049
C 0.0444 -3.3760 -0.5647  -0.060
C -2.0711 -0.9739 1.6804  -0.306
C -2.5440 -2.2793 1.6188  -0.056
C -2.3661 -3.1110 2.7115  -0.056
C -1.7225 -2.6390 3.8501  -0.059
C -1.2505 -1.3364 3.8962  -0.053
C -1.4205 -0.4948 2.8068  -0.080
C -3.6866 -0.4031 -0.5494  -0.322
C -3.7021 -1.3992 -1.5149  -0.080
C -4.9137 -1.7505 -2.0879  -0.059
C -6.0826 -1.1113 -1.6933  -0.054
C -6.0485 -0.1131 -0.7287  -0.047
C -4.8440 0.2515 -0.1495  -0.048
H 3.3267 1.8768 -1.3132  0.117
H 3.2332 2.7065 -3.6298  0.116
H 1.1336 3.6612 -4.5221  0.114
H -0.8782 3.7885 -3.0912  0.117
H -0.7988 2.9513 -0.7684  0.066
H 2.7769 3.9880 1.4382  0.122
H 5.1449 4.2962 2.0963  0.116
H 6.6366 2.3344 2.2880  0.114
H 5.7748 0.0686 1.8187  0.112
H 3.4167 -0.2422 1.1310  0.089
H 2.9982 -1.4431 -1.0007  0.117
H 4.2540 -1.5345 -3.1298  0.117
H 3.1358 -0.9183 -5.2473  0.116
H 0.7726 -0.2102 -5.2484  0.118
H -0.4959 -0.1113 -3.1112  0.113
H 1.4177 -1.7630 2.1000  0.110
H 1.5630 -4.1071 2.9155  0.118
H 0.7433 -5.9565 1.5024  0.116
H -0.2329 -5.4901 -0.7199  0.116
H -0.3833 -3.1617 -1.5380  0.120
H -3.0579 -2.6432 0.7389  0.113
H -2.7413 -4.1258 2.6784  0.116
H -1.5957 -3.2901 4.7058  0.115
H -0.7528 -0.9660 4.7832  0.119
H -1.0382 0.5194 2.8377  0.066
H -2.7823 -1.8819 -1.8197  0.098
H -4.9457 -2.5207 -2.8472  0.112
H -7.0255 -1.3890 -2.1461  0.114
H -6.9598 0.3888 -0.4324  0.116
H -4.7897 1.0450 0.5877  0.097
S -3.6882 3.1262 2.9073  -0.002
S -4.1213 5.1261 3.0450  -0.065
S -2.4075 5.8239 3.9089  -0.078
S -0.9571 5.1369 2.6574  0.004


Record 3
Molecular formula: C36H30BrCoN4O3S2
Method: DFT, ωB97M-V with the def2-TZVPD basis set

Total charge ... -1
Spin multiplicity ... 2
Highest occupied orbital energy (spin up / spin down) ... -0.1661 / -0.1655 Ha
Maximum force ... 0.3 eV Å⁻¹
⟨S²⟩ ... 0.76
M ... 769.6 g/mol

Last column: Löwdin charge in e.
Geometry (Å):
Co 0.2305 0.3486 -0.4725  0.505
C -0.8226 0.6787 3.7385  -0.019
C -0.7073 0.9902 2.2677  -0.241
N 0.2061 0.4343 1.5496  0.005
N 0.9849 -0.5358 2.1963  -0.091
C 2.2162 -0.2307 2.4274  -1.215
S 3.1080 1.1977 2.1559  0.432
S 3.1510 -1.5305 3.2272  0.829
C 1.8592 -2.7202 3.7032  -0.448
C 1.4145 -3.6891 2.6445  -0.291
C 2.2453 -4.7379 2.2556  -0.068
C 1.8409 -5.6460 1.2891  -0.112
C 0.5931 -5.5154 0.6900  -0.101
C -0.2423 -4.4755 1.0730  -0.092
C 0.1656 -3.5709 2.0442  -0.063
C -1.6601 1.9624 1.7039  -0.109
C -2.3886 2.7745 2.5888  -0.068
C -3.3111 3.7077 2.1666  -0.125
C -3.5459 3.8387 0.7943  -0.112
C -2.8513 3.0683 -0.1030  -0.020
C -1.8719 2.1255 0.3074  -0.341
O -1.2354 1.4976 -0.6227  -0.100
H -0.3192 -0.2574 3.9546  0.055
H -1.8689 0.6156 4.0335  0.079
H -0.3442 1.4595 4.3343  0.096
H 1.0099 -2.1557 4.0803  0.060
H 2.3048 -3.2660 4.5389  0.070
H 3.2256 -4.8313 2.7109  0.111
H 2.5007 -6.4552 0.9990  0.096
H 0.2777 -6.2161 -0.0731  0.095
H -1.2081 -4.3510 0.5988  0.093
H -0.4658 -2.7298 2.3033  0.106
H -2.2096 2.6791 3.6514  0.093
H -3.8395 4.3209 2.8847  0.084
H -4.2729 4.5575 0.4326  0.093
H -3.0057 3.1636 -1.1708  0.112
Br 0.1861 7.7420 -1.1613  0.689
C 0.6596 5.8999 -1.1092  -0.693
C 0.5261 5.2003 0.0811  -0.107
C 0.8564 3.8583 0.1136  0.001
C 1.3292 3.2351 -1.0369  -0.238
C 1.4538 3.9430 -2.2231  -0.010
C 1.1155 5.2898 -2.2623  -0.133
N 1.6098 1.8580 -0.9633  0.077
C 2.7483 1.3957 -1.2527  -0.067
C 2.9437 -0.0522 -1.0858  -0.240
C 4.1465 -0.6771 -1.3512  -0.009
C 4.2472 -2.0421 -1.1330  -0.050
C 3.1420 -2.7266 -0.6659  -0.026
C 1.9675 -2.0250 -0.4251  -0.064
N 1.8724 -0.7190 -0.6284  0.066
H 0.1526 5.6933 0.9677  0.104
H 0.7660 3.2750 1.0215  0.105
H 1.7738 3.4276 -3.1199  0.117
H 1.1939 5.8510 -3.1830  0.095
H 3.5840 2.0209 -1.5700  0.142
H 4.9879 -0.0947 -1.7015  0.114
H 5.1799 -2.5591 -1.3184  0.106
H 3.1686 -3.7880 -0.4686  0.097
H 1.0737 -2.5112 -0.0625  0.097
C -3.2323 -2.2725 -0.4655  -0.019
C -2.0615 -1.4979 -1.0453  -0.353
O -1.0857 -1.3534 -0.3037  0.004
C -2.1414 -0.9919 -2.4036  -0.093
C -3.3226 -1.2133 -3.1449  -0.063
C -3.4669 -0.8246 -4.4505  -0.124
C -2.3821 -0.1833 -5.0786  -0.108
C -1.2236 0.0606 -4.4008  -0.020
C -1.0407 -0.3069 -3.0265  -0.338
O 0.0706 -0.0248 -2.4710  -0.074
H -2.9594 -2.5828 0.5405  0.072
H -3.4778 -3.1471 -1.0692  0.082
H -4.1206 -1.6407 -0.4115  0.087
H -4.1540 -1.7110 -2.6629  0.094
H -4.3899 -1.0058 -4.9849  0.084
H -2.4705 0.1286 -6.1141  0.093
H -0.3897 0.5657 -4.8730  0.104